This record from the OMol25 dataset describes a cluster of 12 separate species, C21H43Cl22N5O2PS in total at a distorted geometry. The level of theory is ωB97M-V with the def2-TZVPD basis set.

CARTESIAN COORDINATES (ANGSTROEM)
C 2.1573 -2.5654 0.8840
C 1.7391 -3.4757 -0.2810
C 0.5658 -2.9329 -1.1217
C -0.0941 -4.0488 -1.9417
N -0.4113 -2.2446 -0.2685
C -1.1999 -2.7192 0.6948
C -1.2758 -4.1443 1.1174
C -2.2950 -4.3263 2.2274
O -2.1327 -3.8562 3.3078
N -1.9044 -1.7614 1.2694
C -1.5846 -0.6181 0.6687
N -2.0943 0.5726 1.0484
C -1.7205 1.8322 0.4162
N -2.3998 2.0796 -0.8443
P -3.2565 0.5246 2.3997
C -4.2161 2.0189 2.0409
O -2.3225 1.0443 3.6421
N -0.6554 -0.8641 -0.3152
S 0.1661 0.1291 -1.4398
H 1.8722 -1.5240 0.7214
H 3.2376 -2.5983 1.0264
H 1.7150 -2.8976 1.8257
H 1.5313 -4.4852 0.0616
H 2.5859 -3.5173 -0.9714
H 0.9980 -2.2270 -1.8225
H -0.0648 -5.0054 -1.4184
H -1.1097 -3.7972 -2.2463
H 0.4950 -4.1947 -2.8494
H -1.5680 -4.7615 0.2643
H -0.3115 -4.4896 1.4996
H -3.1683 -4.9546 2.0011
H -1.9878 2.6339 1.1047
H -0.6336 1.8974 0.3079
H -2.8752 1.2596 -1.1948
H -1.7710 2.4319 -1.5519
H -4.7753 1.9232 1.1102
H -3.6284 2.9355 2.0465
H -4.9171 2.0804 2.8778
H -1.5219 1.5117 3.3737
H 0.8877 0.9005 -0.6109
C -4.5758 5.1096 -2.1064
Cl -4.4467 4.8631 -0.3601
Cl -4.0294 3.7143 -3.0359
H -5.6167 5.2907 -2.3445
H -3.9608 5.9599 -2.3749
C -2.5224 -1.7228 5.7656
Cl -1.6404 -1.0855 7.1661
Cl -4.2151 -2.0568 6.1372
H -2.4810 -0.9816 4.9750
H -2.0488 -2.6436 5.4533
C 1.4953 4.3446 -1.6172
Cl 0.9455 5.0673 -3.1155
Cl 1.5737 2.5562 -1.7511
H 2.4946 4.7003 -1.3985
H 0.8042 4.5880 -0.8177
C 4.1376 -6.4724 -1.0835
Cl 4.9172 -5.9330 0.4039
Cl 2.4651 -6.9944 -0.8004
H 4.1185 -5.6479 -1.7853
H 4.6890 -7.3101 -1.4911
C -1.4092 6.2616 1.1862
Cl -0.4191 4.8581 1.6402
Cl -1.4064 6.5454 -0.5517
H -2.4289 6.0753 1.5004
H -0.9988 7.1328 1.6807
C 3.5903 2.2873 1.4553
Cl 4.2861 2.9727 2.9102
Cl 1.8498 1.9266 1.6516
H 3.6872 2.9966 0.6416
H 4.1008 1.3617 1.2188
C 6.6248 4.1838 -1.6098
Cl 7.3403 4.9129 -0.1800
Cl 4.9434 3.6680 -1.3187
H 6.6123 4.9096 -2.4135
H 7.1937 3.3041 -1.8823
C 2.0014 -8.3365 -4.2102
Cl 0.5562 -7.3283 -4.3611
Cl 3.4779 -7.4504 -4.6144
H 2.0769 -8.6632 -3.1806
H 1.9039 -9.1789 -4.8830
C 1.7575 -2.5179 7.8769
Cl 2.2158 -2.7840 9.5597
Cl 2.2946 -3.8345 6.8182
H 0.6794 -2.4525 7.8159
H 2.2186 -1.5992 7.5362
C -7.1657 1.5106 -4.3105
Cl -7.7232 2.6884 -3.1170
Cl -5.6886 0.6839 -3.7907
H -7.9404 0.7672 -4.4482
H -6.9539 2.0311 -5.2358
C 3.6207 6.0777 -5.5732
Cl 4.6039 4.7555 -4.9196
Cl 3.8459 6.2809 -7.3096
H 2.5808 5.8469 -5.3847
H 3.9129 6.9945 -5.0765

Forces on atoms 1 to 2 (eV/Å):
C -0.022 -0.242 0.104
C 0.312 0.726 -0.065

## Properties
- Total charge: +1
- 2S+1: 1
- LUMO energy: -2.3 eV